i.
Computed, not measured: C5H4S in the gas phase, with ωB97M-V with the def2-TZVPD basis set.

```
10
C5H4S | the Open Molecules 2025 dataset | ωB97M-V with the def2-TZVPD basis set
C -2.345 -0.042 -0.777
C -1.191 -0.235 -0.426
C 0.198 -0.096 0.112
C 0.900 -1.140 0.493
C 0.818 1.182 0.166
S 2.373 1.481 0.206
H -3.297 -0.099 -1.268
H 1.869 -0.947 0.912
H 0.531 -2.170 0.314
H 0.143 2.065 0.268
```

Calculated values
SMILES string: C#CC(=C)C=S
HOMO level (eV): -8.91
Orbital gap (eV): 8.036

Charges per atom according to Löwdin partitioning, unit e:
1. C 0.1184
2. C -0.0743
3. C -0.4252
4. C 0.0599
5. C -0.6687
6. S 0.7514
7. H 0.0285
8. H 0.0365
9. H 0.0995
10. H 0.0742

---

ii.
Computed, not measured: a molecular structure, C5H4S, with ωB97M-V with the def2-TZVPD basis set.

```
10
C5H4S | the Open Molecules 2025 dataset | ωB97M-V with the def2-TZVPD basis set
C -0.501 -1.804 1.370
C 0.200 -1.907 0.301
C -0.094 0.254 0.266
C 0.479 -0.898 -0.645
C -1.273 -0.806 0.401
S -1.219 -0.947 -1.491
H 0.409 0.506 1.181
H -0.389 1.215 -0.219
H 1.417 -0.828 -1.228
H -2.203 -0.743 0.930
```

Calculated values
HOMO level (eV): -9.12
Orbital gap (eV): 8.846

Charges per atom according to Löwdin partitioning, unit e:
1. C 0.0279
2. C -0.1346
3. C -0.2017
4. C -0.4604
5. C -0.4963
6. S 0.8545
7. H 0.0963
8. H 0.0996
9. H 0.1232
10. H 0.0914

---

Stability, highest: i

---

i.
Computed, not measured: 2 unconnected molecules or ions with the total composition C3H12N3O, with ωB97M-V with the def2-TZVPD basis set.

```
19
C3H12N3O | the Open Molecules 2025 dataset | ωB97M-V with the def2-TZVPD basis set
C -1.522 -1.750 0.202
C 0.280 -0.674 -1.126
N 1.303 -0.837 -0.234
N -1.071 -0.831 -0.982
N 0.871 -0.117 -2.285
H 0.924 -0.799 0.833
H 2.280 -0.633 -0.269
H -1.749 -0.916 -1.875
H 0.498 0.075 -3.216
H 1.862 0.078 -2.374
H -0.794 -2.000 0.971
H -1.974 -2.602 -0.179
H -2.174 -1.038 0.836
C 0.059 2.042 2.600
O -0.025 1.778 1.267
H 0.468 2.368 0.648
H -0.673 2.855 2.961
H -0.123 1.051 3.087
H 1.035 2.126 2.896
```

Calculated values
Charge: +1
HOMO level (eV): -13.68
Orbital gap (eV): 10.630

Charges per atom according to Löwdin partitioning, unit e:
1. C -0.0094
2. C -0.3757
3. N 0.1524
4. N 0.0552
5. N 0.1445
6. H 0.1810
7. H 0.1162
8. H 0.2283
9. H 0.1222
10. H 0.1121
11. H 0.0712
12. H 0.0578
13. H 0.1235
14. C -0.1958
15. O -0.1510
16. H 0.1107
17. H 0.1220
18. H 0.0911
19. H 0.0438

---

ii.
Computed, not measured: 4 unconnected molecules or ions with the total composition C3H12N3O, with ωB97M-V with the def2-TZVPD basis set.

```
19
C3H12N3O | the Open Molecules 2025 dataset | ωB97M-V with the def2-TZVPD basis set
C -3.212 -0.314 -0.723
C -2.126 -1.107 -0.901
N 0.384 1.311 0.437
C -0.758 1.661 1.051
N -0.860 1.637 2.408
N -1.826 2.059 0.335
H -3.588 0.376 -1.472
H -3.863 -0.513 0.118
H 11.269 -6.291 0.618
H -1.379 -0.805 -1.628
H -1.958 -1.971 -0.272
H 1.098 1.520 1.149
H -1.795 1.633 2.788
H -0.119 1.239 2.957
H -1.529 2.147 -0.635
H 10.776 -6.580 0.140
H -0.263 1.895 -2.691
H 0.092 1.071 -1.405
O -0.343 1.032 -2.273
```

Calculated values
Charge: +1
HOMO level (eV): -14.42
Orbital gap (eV): 5.132

Charges per atom according to Löwdin partitioning, unit e:
1. C 0.0196
2. C 0.0649
3. N 0.2557
4. C -0.5308
5. N 0.1664
6. N 0.3632
7. H 0.0800
8. H 0.0670
9. H 0.0004
10. H 0.0523
11. H 0.0844
12. H 0.1116
13. H 0.1238
14. H 0.1190
15. H 0.0614
16. H -0.0004
17. H 0.0590
18. H -0.0241
19. O -0.0736

---

Stability, highest: i

---

i.
Computed, not measured: 2 unconnected molecules or ions with the total composition C3H12N3O, with ωB97M-V with the def2-TZVPD basis set.

```
19
C3H12N3O | the Open Molecules 2025 dataset | ωB97M-V with the def2-TZVPD basis set
C 0.024 0.158 -1.652
C -0.585 0.815 -0.399
C 0.393 1.003 0.748
N 1.555 1.473 0.435
N 0.209 -2.071 0.942
N -1.621 -0.139 0.113
O 1.050 -0.957 0.955
H 0.377 -0.900 -1.419
H -0.632 0.236 -2.516
H 0.866 0.728 -2.121
H -1.067 1.828 -0.613
H -0.017 1.008 1.831
H 1.730 1.889 -0.479
H 2.060 1.955 1.183
H 0.659 -2.739 0.301
H 0.064 -2.647 1.786
H -0.716 -1.549 0.597
H -2.399 -0.263 -0.631
H -1.949 0.172 0.939
```

Calculated values
Charge: +1
HOMO level (eV): -13.57
Orbital gap (eV): 10.460

Charges per atom according to Löwdin partitioning, unit e:
1. C -0.0481
2. C -0.3693
3. C -0.1338
4. N 0.1728
5. N 0.0207
6. N 0.0277
7. O -0.2519
8. H 0.1012
9. H 0.0826
10. H 0.0905
11. H 0.1710
12. H 0.1874
13. H 0.1420
14. H 0.1523
15. H 0.1572
16. H 0.1607
17. H 0.1341
18. H 0.1646
19. H 0.0384

---

ii.
Computed, not measured: 2 unconnected molecules or ions with the total composition C3H12N3O, with ωB97M-V with the def2-TZVPD basis set.

```
19
C3H12N3O | the Open Molecules 2025 dataset | ωB97M-V with the def2-TZVPD basis set
C -1.530 1.229 -0.311
C 0.977 0.082 -1.788
C -0.522 -0.427 1.185
N 0.807 -0.919 1.606
N -0.381 0.499 0.181
N 0.891 0.576 -0.412
O -1.274 -0.119 2.263
H -2.374 0.549 -0.453
H -1.807 2.022 0.392
H -1.287 1.684 -1.269
H 0.625 -0.946 -1.812
H 0.401 0.674 -2.502
H 2.024 0.114 -2.081
H -1.401 -2.248 0.622
H 1.415 -0.463 0.835
H 0.866 -1.942 1.608
H 1.019 -0.568 2.550
H 1.221 1.543 -0.371
H -2.213 0.003 2.062
```

Calculated values
Charge: +1
HOMO level (alpha / beta) (eV): -12.71 / -12.27
Orbital gap (alpha / beta) (eV): 8.867 / 8.311

Charges per atom according to Löwdin partitioning, unit e:
1. C -0.0008
2. C -0.0497
3. C -0.4498
4. N 0.2291
5. N -0.1629
6. N -0.0969
7. O 0.0574
8. H 0.1017
9. H 0.1041
10. H 0.0959
11. H 0.0928
12. H 0.0844
13. H 0.0959
14. H 0.1278
15. H 0.1522
16. H 0.1531
17. H 0.1804
18. H 0.1552
19. H 0.1302

---

Stability, highest: i